[1]
ORCA calculation (ωB97M-V/def2-TZVPD) on 4 unconnected molecules or ions with the total composition C3H12NO3S in a non-equilibrium geometry.

The charge is -1. The energy above the lowest of the compared OMol25 structures with the same formula, charge and spin comes out at 56.64 kcal/mol. The HOMO-LUMO gap is 6.49 eV. The calculation puts the energy at -800.1096 Eh.

Structure (XYZ):
```
20
C3H12NO3S | OMol25 | ωB97M-V/def2-TZVPD
C 0.469 0.167 0.186
C 1.423 1.362 0.060
S 2.276 1.735 1.543
N -0.433 -0.023 -0.977
C -1.651 -0.810 -0.636
O -2.563 -0.195 0.158
H -0.106 0.348 1.082
H 1.075 -0.748 0.295
H 2.024 1.192 -0.835
H 0.932 2.299 -0.326
H 1.973 -0.076 2.050
H -0.880 0.901 -1.072
H -1.296 -1.791 -0.230
H -2.093 -1.003 -1.633
H -2.132 -0.106 3.123
H -2.053 -0.325 1.569
O -1.535 -0.480 2.471
H 2.310 -0.595 -2.221
H 0.726 -0.823 -2.031
O 1.534 -1.030 -2.575
```

[2]
ORCA calculation (ωB97M-V/def2-TZVPD) on 2 unconnected molecules or ions with the total composition C25H54BN4O4PS3 in a non-equilibrium geometry.

The HOMO-LUMO gap is 3.05 eV. The calculation puts the energy at -3065.3377 Eh.

Structure (XYZ):
```
92
C25H54BN4O4PS3 | OMol25 | ωB97M-V/def2-TZVPD
C 5.062 3.535 -3.298
C 3.852 3.085 -2.821
P 3.093 1.365 -3.363
S 4.891 1.098 -4.754
C 2.255 2.332 -4.836
N 2.134 3.819 -4.666
C 3.961 0.392 -1.908
C 4.358 1.282 -0.704
C 4.592 0.277 0.472
S 5.511 0.992 1.874
C 4.303 1.334 3.129
S 4.505 2.739 3.946
N 3.264 0.443 3.338
C 3.740 -0.924 3.614
C 2.528 -1.897 3.573
O 1.296 -1.227 3.736
C 1.427 -0.323 4.807
C 2.448 0.814 4.506
C 1.567 1.595 -2.218
O 0.269 1.218 -2.803
C -0.709 1.609 -2.006
C -1.357 0.595 -1.084
O -1.112 2.710 -2.006
B 2.516 -0.373 -4.088
O 1.390 -0.563 -4.944
N 3.290 -1.632 -3.810
C 3.731 -2.261 -5.058
C 2.471 -2.588 -3.039
H 6.017 3.159 -2.944
H 5.034 4.288 -4.093
H 3.336 3.758 -2.131
H 5.964 0.768 -4.009
H 2.854 2.177 -5.738
H 1.242 1.966 -5.035
H 1.850 4.223 -5.559
H 1.333 3.983 -4.061
H 4.870 -0.131 -2.208
H 3.307 -0.380 -1.467
H 5.308 1.792 -0.848
H 3.549 1.926 -0.364
H 3.591 0.042 0.850
H 4.999 -0.663 0.099
H 4.479 -1.249 2.888
H 4.139 -0.915 4.638
H 2.517 -2.399 2.608
H 2.675 -2.652 4.356
H 1.786 -0.879 5.688
H 0.448 0.072 5.073
H 3.061 0.894 5.406
H 1.917 1.737 4.294
H 1.492 2.661 -1.963
H 1.646 1.082 -1.250
H -0.930 0.572 -0.082
H -2.403 0.897 -0.980
H -1.365 -0.390 -1.556
H 1.700 -0.329 -5.833
H 4.213 -1.520 -5.696
H 4.412 -3.096 -4.866
H 2.864 -2.675 -5.607
H 2.477 -3.580 -3.492
H 2.923 -2.695 -2.041
H 1.460 -2.196 -2.865
C -5.754 -1.769 5.054
C -6.065 -0.380 4.504
C -7.116 -0.382 3.392
C -6.792 -1.098 2.087
N -5.630 -0.557 1.282
C -4.297 -1.128 1.744
C -4.186 -2.457 1.035
C -4.696 -2.143 -0.360
C -5.753 -1.056 -0.175
C -5.599 0.937 1.282
H -5.441 -2.467 4.273
H -4.950 -1.712 5.787
H -6.628 -2.192 5.551
H -5.145 0.109 4.174
H -6.444 0.235 5.322
H -7.407 0.649 3.177
H -8.022 -0.852 3.785
H -7.667 -1.004 1.444
H -6.614 -2.162 2.243
H -3.515 -0.443 1.413
H -4.270 -1.218 2.825
H -4.812 -3.212 1.517
H -3.166 -2.835 1.030
H -5.095 -3.025 -0.857
H -3.885 -1.762 -0.982
H -6.762 -1.421 -0.339
H -5.572 -0.215 -0.841
H -5.384 1.293 2.285
H -6.564 1.303 0.937
H -4.810 1.265 0.609
```

[3]
ORCA calculation (ωB97M-V/def2-TZVPD) on a single C12H13N3O2 molecule in a non-equilibrium geometry.

The energy above the lowest of the compared OMol25 structures with the same formula, charge and spin comes out at 25.32 kcal/mol. The HOMO-LUMO gap is 9.61 eV. Its structure (SMILES) is NC(=O)CCCc1nc(-c2ccccc2)no1. The calculation puts the energy at -779.8356 Eh.

Structure (XYZ):
```
30
C12H13N3O2 | OMol25 | ωB97M-V/def2-TZVPD
N 0.686 -1.227 5.965
C 0.475 -1.351 4.633
O 1.101 -2.131 3.955
C -0.606 -0.418 4.104
C -0.874 -0.613 2.614
C 0.326 -0.189 1.763
C 0.042 -0.324 0.318
N 0.345 0.516 -0.622
C -0.133 -0.091 -1.754
C -0.018 0.490 -3.076
C 0.613 1.721 -3.237
C 0.725 2.277 -4.497
C 0.212 1.612 -5.599
C -0.416 0.385 -5.441
C -0.533 -0.178 -4.185
N -0.704 -1.241 -1.499
O -0.595 -1.404 -0.153
H 0.162 -0.591 6.538
H 1.379 -1.811 6.402
H -1.522 -0.607 4.668
H -0.296 0.612 4.299
H -1.751 -0.027 2.329
H -1.086 -1.665 2.422
H 0.605 0.848 1.954
H 1.172 -0.834 2.015
H 1.006 2.223 -2.367
H 1.213 3.232 -4.623
H 0.301 2.049 -6.583
H -0.814 -0.131 -6.302
H -1.017 -1.132 -4.041
```

[4]
ORCA calculation (ωB97M-V/def2-TZVPD) on a single C7H12O molecule in a non-equilibrium geometry.

The energy above the lowest of the compared OMol25 structures with the same formula, charge and spin comes out at 63.94 kcal/mol. The HOMO-LUMO gap is 9.80 eV. Its structure (SMILES) is C=COC(=C)C(C)C. The calculation puts the energy at -349.0467 Eh.

Structure (XYZ):
```
20
C7H12O | OMol25 | ωB97M-V/def2-TZVPD
C -1.820 -1.243 -1.480
C -1.106 -0.935 -0.394
O -1.049 0.316 0.153
C -0.001 0.457 1.107
C 0.004 -0.334 2.232
C 0.997 1.607 0.795
C 1.954 1.199 -0.405
C 2.028 2.138 1.882
H -1.947 -0.279 -2.104
H -1.904 -2.262 -1.873
H -0.718 -1.793 0.056
H -0.650 -1.089 2.556
H 0.699 0.026 2.961
H 0.418 2.568 0.579
H 2.175 2.045 -0.992
H 1.596 0.321 -1.061
H 3.021 0.958 -0.044
H 2.562 3.084 1.526
H 2.803 1.427 2.240
H 1.522 2.373 2.847
```

Number 1: highest occupied orbital energy -3.96 eV. Number 2: highest occupied orbital energy -4.08 eV. Number 3: highest occupied orbital energy -8.93 eV. Number 4: highest occupied orbital energy -8.80 eV.